1.
{"formula": "C3H4BrNO", "method": "the ωB97M-V functional and the def2-TZVPD basis", "elements": ["C", "C", "O", "H", "H", "C", "N", "Br", "H", "H"], "positions_angstrom": [[-0.202718, 1.219797, 1.662119], [0.303352, 1.783061, 0.632993], [0.906272, 2.204248, -0.294241], [0.148765, 0.264699, 1.980944], [-1.150777, 1.296379, 2.223369], [0.253769, -0.943093, -1.522482], [-0.872969, -1.332261, -1.074763], [-0.960052, -3.070743, -0.354276], [0.334543, 0.112726, -1.791190], [1.239815, -1.534813, -1.462471]], "forces_ev_per_angstrom": [[-2.1, -1.1, 2.2], [1.8, 1.0, -2.5], [-1.3, -0.5, 1.6], [1.1, -0.5, -0.3], [0.5, 1.1, -0.9], [1.0, -1.0, 1.2], [0.6, 0.5, -0.5], [0.2, 0.1, -0.2], [-0.2, -0.2, -0.3], [-1.6, 0.7, -0.3]], "smiles": "C=C=O.C=NBr", "homo_lumo_gap_ev": 10.116, "total_energy_ev": -76752.865, "e_lumo_ev": 0.5}

2.
{"formula": "C3H4BrNO", "method": "the ωB97M-V functional and the def2-TZVPD basis", "elements": ["C", "C", "C", "N", "O", "Br", "H", "H", "H", "H"], "positions_angstrom": [[0.156817, -0.794848, 0.750157], [1.248018, 0.024963, 0.715283], [-0.803951, -0.112107, -0.025891], [-0.285121, 1.060730, -0.405303], [1.062406, 1.094454, -0.037960], [-2.731119, -0.277778, -0.168065], [0.025844, -1.654606, 1.473538], [2.179348, 0.086004, 1.061133], [-0.239146, -0.995400, -2.067986], [-0.613100, 1.568586, -1.294904]], "forces_ev_per_angstrom": [[-0.5, -0.5, 1.5], [-2.5, -1.5, -0.4], [-1.4, -2.3, 0.8], [-1.1, 2.7, -1.9], [-0.8, 2.3, -1.9], [1.2, 0.0, 0.3], [0.1, 1.1, -1.5], [3.5, -0.7, 1.8], [0.1, -0.1, -0.4], [1.5, -1.1, 1.6]], "homo_lumo_gap_ev": [6.516, 9.630], "total_energy_ev": -76748.716, "e_lumo_ev": [0.7, -0.4], "s2": 2.02, "multiplicity": 3}

3.
{"formula": "C3H4BrP", "method": "the ωB97M-V functional and the def2-TZVPD basis", "elements": ["C", "C", "C", "P", "Br", "H", "H", "H", "H"], "positions_angstrom": [[-0.301243, -1.664604, 0.959585], [0.251822, -0.359493, 1.165064], [-0.362670, -0.646877, -0.104685], [-0.194500, 2.166320, -0.946182], [0.693802, 1.770877, -2.891541], [-0.246264, 0.086069, 1.974317], [1.306814, -0.277261, 1.287534], [0.248286, -0.572422, -1.061148], [-1.396048, -0.502609, -0.382944]], "forces_ev_per_angstrom": [[0.4, -1.5, -0.5], [0.4, 0.5, 1.7], [0.0, 0.2, -3.7], [0.1, -0.1, 0.1], [0.0, 0.0, 0.0], [-0.7, 1.1, 1.0], [0.8, 0.1, -0.3], [-0.6, -0.8, 1.4], [-0.3, 0.5, 0.3]], "homo_lumo_gap_ev": 5.800, "total_energy_ev": -82499.828, "e_lumo_ev": -1.9}

4.
{"formula": "C3H4CdFO3", "method": "the ωB97M-V functional and the def2-TZVPD basis", "elements": ["C", "C", "H", "H", "F", "H", "Cd", "O", "C", "O", "O", "H"], "positions_angstrom": [[0.933019, 2.018907, -0.176671], [0.885466, 0.680413, -0.034060], [0.037542, 2.511358, -0.560495], [1.746004, 2.594979, 0.268573], [2.015838, 0.044330, 0.370030], [0.200678, 0.111302, -0.669555], [2.157478, 0.862807, -3.642064], [-2.467266, -2.041449, 0.490040], [-1.169081, -1.725431, 0.826917], [-0.963337, -1.314473, 1.980147], [-0.372189, -1.779202, -0.139517], [-3.004153, -1.963539, 1.286656]], "forces_ev_per_angstrom": [[-0.3, -0.8, 1.1], [1.3, 1.7, -2.4], [0.4, -0.1, 0.1], [-0.3, 0.0, -0.2], [-0.9, 0.0, 0.2], [0.1, -0.6, 1.3], [0.0, 0.0, 0.0], [-1.2, -0.6, -0.3], [1.4, 1.1, -0.8], [-0.2, -0.3, 0.5], [-0.5, -0.7, 0.3], [0.3, 0.1, 0.1]], "homo_lumo_gap_ev": 7.670, "total_energy_ev": -16600.541, "e_lumo_ev": 3.4, "total_charge": -1}

Number 3 is which compound? C3H4BrP